Version P
2 unconnected molecules or ions with the total composition H3N3O2S, computed with the ωB97M-V functional and the def2-TZVPD basis.

Geometry (Å):
N: 1.22 1.26 1.30
N: 1.73 1.03 0.28
N: 1.38 -0.52 -0.27
O: 0.66 -1.07 0.52
O: 1.81 -0.84 -1.33
S: -2.22 0.37 -0.75
H: 0.70 0.65 1.87
H: -2.05 -0.71 -1.50
H: -3.23 -0.18 -0.11

Output
**SMILES**: [H]/N=N\[N+](=O)[O-].S
**Highest occupied orbital energy**: -9.8 eV
**Frontier orbital gap**: 0.3450 hartree

For each atom in turn, the Mulliken charge in e is:
1 N -0.243
2 N 0.061
3 N 0.930
4 O -0.509
5 O -0.528
6 S -0.313
7 H 0.301
8 H 0.157
9 H 0.144

Version Q
H3N3O2S in the gas phase, computed with the ωB97M-V functional and the def2-TZVPD basis.

Geometry (Å):
N: -0.08 -1.23 -0.88
N: 2.58 -0.16 0.96
N: 2.09 0.84 1.42
O: 2.55 1.68 2.10
O: 0.76 0.98 1.09
S: 1.70 -1.08 -0.26
H: -0.65 -1.69 -0.14
H: -0.61 -0.33 -0.88
H: 0.59 1.92 1.12

Output
**Highest occupied orbital energy**: -9.1 eV
**Frontier orbital gap**: 0.3213 hartree

For each atom in turn, the Mulliken charge in e is:
1 N -0.557
2 N -0.579
3 N 1.188
4 O -0.695
5 O -0.443
6 S 0.164
7 H 0.287
8 H 0.274
9 H 0.361

Here are the energies relative to the best structure, in kJ/mol: version P 0.0; version Q 55.8.

Version P
4 unconnected molecules or ions with the total composition C3H13O3S, computed with the ωB97M-V functional and the def2-TZVPD basis.

Geometry (Å):
C: 1.68 -1.16 -0.29
C: 2.60 -0.48 0.74
C: 3.31 0.90 0.32
S: 2.09 2.30 0.15
H: 1.85 -2.24 -0.47
H: 0.52 -1.10 -0.20
H: 1.85 -0.57 -1.16
H: 3.40 -1.34 1.11
H: 1.98 -0.35 1.62
H: 4.15 1.15 1.05
H: 3.84 0.67 -0.65
H: -4.80 -2.86 -0.80
H: -5.64 -1.70 -1.56
O: -5.57 -2.62 -1.32
H: 0.03 1.58 0.81
H: -1.04 2.68 0.68
O: -0.98 1.71 0.88
H: -2.63 0.99 0.26
H: -3.24 1.61 -0.86
O: -3.42 0.85 -0.31

Output
**Highest occupied orbital energy**: -3.1 eV
**Frontier orbital gap**: 0.2362 hartree
**Charge**: -1

For each atom in turn, the Mulliken charge in e is:
1 C -0.816
2 C -0.492
3 C -0.690
4 S -0.639
5 H 0.297
6 H 0.162
7 H 0.270
8 H 0.277
9 H 0.297
10 H 0.247
11 H 0.237
12 H 0.328
13 H 0.329
14 O -0.659
15 H 0.185
16 H 0.309
17 O -0.681
18 H 0.435
19 H 0.262
20 O -0.656

Version Q
4 unconnected molecules or ions with the total composition C3H13O3S, computed with the ωB97M-V functional and the def2-TZVPD basis.

Geometry (Å):
C: 2.11 -1.39 -0.98
C: 1.97 -1.31 0.53
C: 0.63 -0.76 1.04
S: -0.81 -1.74 0.36
H: 1.37 -1.98 -1.51
H: 3.11 -1.72 -1.26
H: 2.05 -0.36 -1.35
H: 2.00 -2.28 1.00
H: 2.78 -0.65 0.86
H: 0.33 0.29 0.99
H: 0.62 -0.92 2.13
H: 0.30 4.61 0.34
H: -0.09 6.09 0.38
O: 0.52 5.47 -0.03
H: -3.57 -1.69 -0.78
H: -3.21 -1.64 -2.25
O: -3.81 -2.08 -1.63
H: -2.24 0.41 1.41
H: -1.69 0.62 0.08
O: -2.36 1.01 0.66

Output
**Highest occupied orbital energy**: -3.0 eV
**Frontier orbital gap**: 0.2200 hartree
**Charge**: -1

For each atom in turn, the Mulliken charge in e is:
1 C -1.116
2 C -0.352
3 C -0.692
4 S -0.673
5 H 0.317
6 H 0.341
7 H 0.258
8 H 0.248
9 H 0.258
10 H 0.289
11 H 0.207
12 H 0.337
13 H 0.315
14 O -0.653
15 H 0.326
16 H 0.305
17 O -0.644
18 H 0.323
19 H 0.277
20 O -0.671

Version R
4 unconnected molecules or ions with the total composition C3H13O3S, computed with the ωB97M-V functional and the def2-TZVPD basis.

Geometry (Å):
C: -1.86 1.26 2.25
C: -0.82 0.08 1.85
C: -1.02 -0.41 0.47
S: 0.11 0.39 -0.84
H: -2.68 0.90 1.72
H: -1.88 1.45 3.27
H: -1.49 2.28 1.96
H: -0.76 -0.78 2.57
H: 0.09 0.66 2.02
H: -0.94 -1.58 0.28
H: -2.07 -0.14 0.09
H: -1.57 -0.43 -3.39
H: -0.72 -1.08 -2.34
O: -1.34 -1.34 -2.97
H: 2.25 1.33 -0.20
H: 3.68 1.00 -0.59
O: 3.23 1.68 -0.14
H: 3.02 -1.10 -1.94
H: 1.91 -2.10 -2.03
O: 2.88 -2.05 -2.03

Output
**Highest occupied orbital energy**: -3.5 eV
**Frontier orbital gap**: 0.2666 hartree
**Charge**: -1

For each atom in turn, the Mulliken charge in e is:
1 C -1.198
2 C -0.232
3 C -0.489
4 S -0.710
5 H 0.402
6 H 0.380
7 H 0.230
8 H 0.295
9 H 0.190
10 H 0.264
11 H 0.161
12 H 0.343
13 H 0.166
14 O -0.637
15 H 0.239
16 H 0.289
17 O -0.668
18 H 0.301
19 H 0.342
20 O -0.668

Here are the energies relative to the best structure, in kJ/mol: version P 46.7; version Q 0.0; version R 63.3.

Version P
C5H9NO6 in the gas phase, computed with the ωB97M-V functional and the def2-TZVPD basis.

Geometry (Å):
C: -0.05 -0.74 1.56
C: -0.03 -0.25 0.12
C: 0.45 -1.39 -0.79
O: -0.16 -2.61 -0.44
C: -1.41 0.24 -0.33
O: -2.18 -0.51 -0.86
C: -1.76 1.68 -0.10
O: -1.12 2.52 -1.02
O: 0.90 0.80 0.03
O: 2.22 0.28 0.44
N: 3.12 0.78 -0.39
O: 4.23 0.36 -0.23
H: -0.77 -1.55 1.68
H: 0.94 -1.11 1.82
H: -0.31 0.06 2.25
H: 0.27 -1.12 -1.84
H: 1.54 -1.51 -0.65
H: -0.39 -3.15 -1.23
H: -2.85 1.80 -0.22
H: -1.49 1.96 0.93
H: -1.15 3.47 -0.73

Output
**SMILES**: C[C@](CO)(OON=O)C(=O)CO
**Highest occupied orbital energy**: -10.0 eV
**Frontier orbital gap**: 0.3732 hartree

For each atom in turn, the Mulliken charge in e is:
1 C -1.615
2 C 1.608
3 C -0.898
4 O -0.540
5 C 0.192
6 O -0.512
7 C -0.649
8 O -0.519
9 O -0.184
10 O -0.039
11 N 0.254
12 O -0.387
13 H 0.407
14 H 0.359
15 H 0.397
16 H 0.458
17 H 0.320
18 H 0.332
19 H 0.374
20 H 0.324
21 H 0.318

Version Q
C5H9NO6 in the gas phase, computed with the ωB97M-V functional and the def2-TZVPD basis.

Geometry (Å):
C: -1.41 -0.98 -0.10
C: -0.16 -1.46 0.55
C: 1.05 -0.69 -0.01
C: 0.96 0.83 0.27
C: -0.24 1.56 -0.36
N: -2.07 -0.07 0.46
O: -3.16 0.42 -0.24
O: 1.18 -0.95 -1.38
O: 0.95 1.04 1.64
O: 2.07 1.47 -0.34
O: -0.41 1.32 -1.64
O: -0.85 2.38 0.28
H: -1.66 -1.39 -1.08
H: -0.20 -1.27 1.63
H: 0.00 -2.52 0.35
H: 1.95 -1.04 0.53
H: 1.60 -0.18 -1.80
H: 0.33 1.77 1.82
H: 2.82 1.39 0.26
H: -1.16 1.83 -2.00
H: -3.53 1.11 0.34

Output
**SMILES**: O=C(O)C(O)(O)[C@H](O)C/C=N/O
**Highest occupied orbital energy**: -10.0 eV
**Frontier orbital gap**: 0.3910 hartree

For each atom in turn, the Mulliken charge in e is:
1 C -0.041
2 C -0.880
3 C 0.133
4 C 0.321
5 C 0.507
6 N -0.328
7 O -0.401
8 O -0.570
9 O -0.616
10 O -0.583
11 O -0.381
12 O -0.636
13 H 0.429
14 H 0.353
15 H 0.355
16 H 0.373
17 H 0.391
18 H 0.356
19 H 0.427
20 H 0.416
21 H 0.378

Here are the energies relative to the best structure, in kJ/mol: version P 511.6; version Q 0.0.

Version P
3 unconnected molecules or ions with the total composition CH7NO2, computed with the ωB97M-V functional and the def2-TZVPD basis.

Geometry (Å):
C: 4.25 0.21 0.90
N: 3.19 -0.30 1.42
H: 3.98 0.88 0.04
H: 5.31 0.05 1.29
H: 3.20 -0.22 2.42
H: 0.40 2.82 -0.63
H: -1.08 2.90 -1.24
O: -0.17 2.95 -1.46
H: -5.65 -3.03 0.29
H: -6.70 -3.04 -0.58
O: -5.74 -2.90 -0.65

Output
**SMILES**: C=N.O.O
**Highest occupied orbital energy**: -9.4 eV
**Frontier orbital gap**: 0.3793 hartree

For each atom in turn, the Mulliken charge in e is:
1 C -0.221
2 N -0.471
3 H 0.226
4 H 0.237
5 H 0.230
6 H 0.332
7 H 0.317
8 O -0.650
9 H 0.309
10 H 0.312
11 O -0.621

Version Q
2 unconnected molecules or ions with the total composition CH7NO2, computed with the ωB97M-V functional and the def2-TZVPD basis.

Geometry (Å):
N: -0.18 -0.85 0.22
C: 0.92 -0.08 -0.28
O: 1.72 -0.67 -1.27
H: -0.89 -1.01 -0.51
H: 0.05 -1.78 0.52
H: 0.52 0.86 -0.64
H: 1.52 0.26 0.57
H: 2.28 -1.34 -0.86
H: -2.48 0.94 0.67
H: -1.28 1.80 0.95
O: -2.18 1.86 0.63

Output
**SMILES**: NCO.O
**Highest occupied orbital energy**: -10.2 eV
**Frontier orbital gap**: 0.4016 hartree

For each atom in turn, the Mulliken charge in e is:
1 N -0.499
2 C -0.373
3 O -0.537
4 H 0.244
5 H 0.210
6 H 0.310
7 H 0.336
8 H 0.323
9 H 0.326
10 H 0.313
11 O -0.654

Here are the energies relative to the best structure, in kJ/mol: version P 191.3; version Q 0.0.

Version P
4 unconnected molecules or ions with the total composition C2H14NO3, computed with the ωB97M-V functional and the def2-TZVPD basis.

Geometry (Å):
C: 0.34 -0.39 1.16
C: 0.42 1.15 1.35
N: 1.21 1.58 0.22
H: 1.24 -0.89 0.69
H: 0.19 -0.91 2.13
H: -0.59 -0.63 0.53
H: -0.65 1.49 1.19
H: 0.79 1.55 2.30
H: 2.10 1.17 0.43
H: 1.32 2.60 0.12
H: 0.89 1.22 -0.74
H: -1.85 0.28 -1.26
H: -1.43 -1.26 -1.47
O: -1.24 -0.34 -1.70
H: 1.63 0.60 -3.02
H: 0.95 -0.49 -2.11
O: 1.49 0.29 -2.08
H: -1.53 -2.43 1.06
H: -3.04 -2.57 0.63
O: -2.23 -2.00 0.59

Output
**Highest occupied orbital energy**: -15.0 eV
**Frontier orbital gap**: 0.4379 hartree
**Charge**: +1

For each atom in turn, the Mulliken charge in e is:
1 C -0.584
2 C -0.624
3 N -0.239
4 H 0.314
5 H 0.424
6 H -0.010
7 H 0.331
8 H 0.390
9 H 0.334
10 H 0.374
11 H 0.316
12 H 0.284
13 H 0.335
14 O -0.610
15 H 0.319
16 H 0.314
17 O -0.663
18 H 0.334
19 H 0.315
20 O -0.653

Version Q
4 unconnected molecules or ions with the total composition C2H14NO3, computed with the ωB97M-V functional and the def2-TZVPD basis.

Geometry (Å):
C: 1.27 0.78 1.39
N: 1.61 -0.34 0.40
C: 0.87 -1.71 0.65
H: 1.81 1.68 1.09
H: 0.21 0.98 1.51
H: 1.68 0.48 2.32
H: 2.57 -0.59 0.35
H: 1.31 0.05 -0.55
H: 1.37 -2.26 1.53
H: 0.80 -2.31 -0.22
H: -0.22 -1.61 0.96
H: -0.23 0.64 -1.95
H: 0.88 1.28 -2.77
O: 0.72 0.94 -1.83
H: -2.13 -0.02 -1.07
H: -2.50 0.96 -2.24
O: -1.81 0.44 -1.84
H: -2.17 0.06 2.37
H: -2.15 -1.09 1.45
O: -2.08 -0.17 1.45

Output
**Highest occupied orbital energy**: -15.1 eV
**Frontier orbital gap**: 0.4504 hartree
**Charge**: +1

For each atom in turn, the Mulliken charge in e is:
1 C -0.843
2 N -0.093
3 C -0.518
4 H 0.341
5 H 0.274
6 H 0.442
7 H 0.369
8 H 0.298
9 H 0.359
10 H 0.379
11 H 0.005
12 H 0.407
13 H 0.347
14 O -0.747
15 H 0.295
16 H 0.315
17 O -0.639
18 H 0.291
19 H 0.299
20 O -0.581

Version R
4 unconnected molecules or ions with the total composition C2H14NO3, computed with the ωB97M-V functional and the def2-TZVPD basis.

Geometry (Å):
C: -1.92 -1.87 -0.10
N: -2.40 -0.41 0.16
C: -3.48 0.09 -0.72
H: -2.72 -2.57 -0.28
H: -1.47 -1.86 -1.10
H: -1.27 -2.32 0.62
H: -1.47 0.20 0.00
H: -2.46 -0.20 1.24
H: -3.67 1.16 -0.44
H: -4.37 -0.47 -0.74
H: -3.18 0.24 -1.76
H: 1.68 0.13 1.11
H: 1.71 1.48 0.27
O: 1.01 0.74 0.48
H: 3.80 -0.54 0.31
H: 4.21 -0.11 1.76
O: 3.51 -0.55 1.27
H: 3.62 2.57 -0.13
H: 4.65 2.36 -1.41
O: 4.24 1.92 -0.51

Output
**Highest occupied orbital energy**: -14.2 eV
**Frontier orbital gap**: 0.4048 hartree
**Charge**: +1

For each atom in turn, the Mulliken charge in e is:
1 C -0.823
2 N -0.285
3 C -0.831
4 H 0.363
5 H 0.356
6 H 0.337
7 H 0.371
8 H 0.445
9 H 0.337
10 H 0.363
11 H 0.347
12 H 0.397
13 H 0.280
14 O -0.682
15 H 0.347
16 H 0.329
17 O -0.688
18 H 0.321
19 H 0.337
20 O -0.620

Here are the energies relative to the best structure, in kJ/mol: version P 0.0; version Q 7.3; version R 131.0.